Record 1
8
Properties=species:S:1:pos:R:3:lowdin_charge:R:1 method="wB97M-V/def2-TZVPD" gap_ev=6.4 total_charge=-2 e_tot_ev=-38156.30009 homo_ev=-0.32
C -0.03604 0.97211 0.79391 -0.972
O -1.93584 -1.84039 -0.13829 -0.636
O -3.54043 -0.03872 -0.77508 -0.647
O -0.74409 0.96414 1.76563 -0.007
P -2.21185 -0.69199 -1.13338 0.389
S 0.63840 0.89772 -0.51025 0.694
S 3.64564 0.46611 0.19681 -0.355
H 4.18421 -0.72898 -0.19935 -0.467

=====

Record 2
14
Properties=species:S:1:pos:R:3:lowdin_charge:R:1 method="wB97M-V/def2-TZVPD" gap_ev=9.2 total_charge=0 e_tot_ev=-11313.29874 homo_ev=-8.73
C -1.43145 0.55739 0.27879 -0.086
C -0.20445 0.96121 0.06600 -0.088
C -1.79452 -0.86256 0.07258 -0.186
C 0.93797 0.18205 -0.46330 -0.159
N 3.03908 -0.09370 0.56018 0.126
N 2.18655 0.56057 -0.01695 -0.033
O -0.67398 -1.75497 0.35361 -0.183
O 0.31030 -1.54302 -0.55721 -0.125
H -2.16055 1.32437 0.49405 0.111
H -0.08468 2.01735 0.06504 0.102
H -2.57213 -1.19346 0.82266 0.133
H -2.20440 -1.12413 -1.02238 0.165
H 0.83711 0.48970 -1.52482 0.158
H 3.81515 0.47920 0.87175 0.065

=====

Record 3
75
Properties=species:S:1:pos:R:3:lowdin_charge:R:1 method="wB97M-V/def2-TZVPD" gap_ev="6.2 / 4.4" total_charge=-1 e_tot_ev=-45892.89807 homo_ev="-3.59 / -1.76"
Al -0.27533 -0.17731 0.79303 0.378
N 0.81926 -3.06745 3.57611 0.077
N 0.03368 -2.31321 -0.71061 0.016
C 1.37899 2.00715 0.08590 -0.231
C 2.51566 1.28148 0.49270 -0.224
C 2.28679 0.74171 1.77924 -0.252
C 3.22463 -0.04506 2.62085 -0.057
H 4.11156 -0.35207 2.05574 0.066
H 2.74505 -0.94425 3.02599 0.055
H 3.55792 0.56459 3.47143 0.079
C 0.95765 1.08554 2.18191 -0.312
C 0.47754 1.06162 3.59813 -0.036
H 1.00568 1.84611 4.16890 0.088
H 0.68618 0.09719 4.08748 0.079
H -0.59758 1.26016 3.68006 0.070
C 0.34459 1.85304 1.08870 -0.314
C -0.79818 2.79649 1.28725 -0.052
H -1.56394 2.35868 1.93950 0.072
H -1.26982 3.05322 0.33055 0.069
H -0.44432 3.72736 1.75998 0.088
C 3.77895 1.15083 -0.28470 -0.047
H 4.44733 2.00223 -0.09039 0.080
H 3.57308 1.12714 -1.36378 0.059
H 4.31404 0.23432 -0.00773 0.066
C 1.27731 2.88217 -1.10525 -0.042
H 0.24168 3.19478 -1.28002 0.068
H 1.62481 2.36240 -2.00896 0.066
H 1.88941 3.79164 -0.98698 0.085
C 0.17521 -3.86518 4.45814 -0.170
H 0.69124 -3.89325 5.41608 0.089
C -0.99972 -4.53624 4.10918 -0.147
H -1.44261 -5.16651 4.91544 0.089
C -1.57493 -4.47147 2.84438 -0.098
H -2.46280 -5.03623 2.57574 0.091
C -0.95237 -3.59911 1.89596 -0.001
H -1.27973 -3.49717 0.87161 0.077
C 0.16611 -2.77084 2.38944 -0.381
C 0.71574 -1.59979 1.90002 -0.036
H 1.78894 -1.96211 1.37766 0.148
C -0.21249 -1.08942 -1.06439 -0.174
C 0.63752 -2.91175 -1.69005 -0.201
H 1.13550 -3.85345 -1.38508 0.112
C 0.55291 -2.24379 -2.87271 -0.074
H 0.70235 -2.60380 -3.89959 0.112
N -0.00231 -1.02206 -2.44425 -0.011
C -0.14620 0.15866 -3.24684 -0.117
C 0.88560 0.44984 -4.15045 -0.207
C 0.68138 1.54930 -4.98084 -0.020
H 1.44612 1.76323 -5.72670 0.113
C -0.45375 2.34569 -4.85133 -0.279
C -0.67137 3.48881 -5.78641 -0.072
H -1.21932 4.29313 -5.28973 0.074
H -1.25016 3.17640 -6.66659 0.080
H 0.29333 3.87164 -6.14067 0.074
C -1.42030 2.07679 -3.85900 0.002
H -2.28644 2.70200 -3.73241 0.108
C -1.28169 0.94860 -3.03455 -0.189
C -2.32565 0.60930 -2.02624 -0.044
H -2.61139 -0.45526 -1.99744 0.100
H -3.23043 1.18014 -2.26973 0.079
H -2.04850 0.90282 -0.99831 0.059
C 2.15578 -0.33126 -4.17206 -0.051
H 2.04067 -1.36027 -4.53532 0.059
H 2.68710 -0.35647 -3.20475 0.092
H 2.81425 0.17350 -4.88469 0.073
C -2.32929 -0.95810 3.68140 -0.072
C -2.80518 -0.51257 2.36167 -0.529
C -4.25915 -0.44546 2.13164 -0.074
O -2.04163 -0.16122 1.39659 -0.079
H -2.84557 -1.89560 3.94153 0.072
H -2.62303 -0.22195 4.45486 0.075
H -1.24536 -1.12841 3.73167 0.055
H -4.72760 0.19055 2.89540 0.063
H -4.47660 -0.05981 1.12934 0.073
H -4.68680 -1.45237 2.24736 0.065

=====

Record 4
9
Properties=species:S:1:pos:R:3:lowdin_charge:R:1 method="wB97M-V/def2-TZVPD" gap_ev="7.2 / 7.2" total_charge=0 e_tot_ev=-6713.10358 homo_ev="-10.12 / -10.12"
C -2.38361 0.96071 -0.74820 -0.106
C 0.90980 0.47659 0.49132 -0.099
C 0.50673 -0.91789 0.81205 -0.059
C 1.09286 -0.56601 -0.54820 -0.060
C -0.25716 -0.15987 -0.17402 -0.039
N -3.38563 1.44500 -0.97537 -0.017
H 1.29827 1.37138 0.89775 0.127
H 0.49905 -1.66818 1.55654 0.126
H 1.71968 -0.94173 -1.31186 0.126

=====

Record 5
11
Properties=species:S:1:pos:R:3:lowdin_charge:R:1 method="wB97M-V/def2-TZVPD" gap_ev=9.4 total_charge=0 e_tot_ev=-7658.91378 homo_ev=-8.69
N -1.53647 2.28872 0.40167 0.129
C -0.38623 1.87537 0.50100 -0.392
C -0.60152 -1.66819 -0.26144 -0.025
N 0.60825 -1.34700 -0.46978 -0.146
C 1.71059 -0.85562 -0.69970 0.022
N 0.78591 1.60029 0.72024 0.132
H -2.29357 1.62382 0.33358 0.057
H -1.15892 -1.15174 0.51556 0.069
H -1.05714 -2.46857 -0.83341 0.071
H 2.54075 -1.29336 -0.13535 0.049
H 1.38835 1.39628 -0.07236 0.033

=====

Record 6
57
Properties=species:S:1:pos:R:3:lowdin_charge:R:1 method="wB97M-V/def2-TZVPD" gap_ev=7.5 total_charge=-1 e_tot_ev=-87091.03829 homo_ev=-4.77
C 2.45335 1.79316 -1.67920 -0.182
C 1.92720 1.07604 -3.05579 -0.274
C 1.80482 -0.55645 -2.99103 -0.343
N 1.39134 -1.12071 -1.65065 -0.195
Ga -0.48715 -0.84718 -1.25288 0.040
Cl -0.80559 1.28348 -0.39763 -0.015
C -1.78020 -1.30733 -2.80823 -0.324
C -1.69395 -0.24932 -4.06335 -0.294
C -3.15472 0.45443 -4.43791 -0.219
C -3.36942 1.88255 -3.59829 -0.205
C -3.86497 1.63461 -2.04162 -0.304
N -5.38051 1.38045 -1.92960 -0.071
H 2.20619 2.95510 -1.78966 0.080
H 3.63784 1.65944 -1.66354 0.070
H 2.02212 1.33250 -0.68556 0.032
H 2.73686 1.32988 -3.89353 0.097
H 0.93470 1.62616 -3.40927 0.086
H 1.11148 -0.94488 -3.87492 0.103
H 2.88640 -0.99985 -3.23062 0.099
H 2.02793 -0.84302 -0.87232 0.017
H -0.89356 -1.84669 -0.03102 -0.090
H -1.58599 -2.40793 -3.22075 0.055
H -2.91014 -1.28894 -2.42962 0.041
H -0.98965 0.62897 -3.71558 0.062
H -1.26476 -0.78657 -5.01330 0.095
H -3.05128 0.77709 -5.58109 0.095
H -4.06445 -0.27786 -4.33724 0.103
H -4.17968 2.57961 -4.09264 0.096
H -2.34456 2.49181 -3.61277 0.108
H -3.33136 0.69065 -1.60164 0.060
H -3.53928 2.59617 -1.42234 0.107
H -5.46174 0.36134 -1.63656 0.063
H -5.70349 1.91553 -1.07922 0.054
C -0.30239 -0.08025 4.18125 -0.068
C -1.71095 -0.62106 4.36852 -0.506
C -1.93722 -1.87621 3.54089 -0.066
O -2.65445 0.37516 3.98308 -0.066
H -0.12288 0.19157 3.13497 0.084
H -0.15784 0.82994 4.77315 0.078
H 0.44719 -0.81787 4.48406 0.069
H -1.88241 -0.84255 5.42745 0.131
H -1.81570 -1.66809 2.47190 0.060
H -2.95890 -2.24718 3.67598 0.076
H -1.23674 -2.66776 3.82447 0.077
H -2.50960 0.57821 3.04397 0.093
C 5.08592 0.08132 4.06993 -0.072
C 3.82464 -0.36673 3.34883 -0.505
C 3.79936 -1.87539 3.16203 -0.065
O 3.75842 0.26802 2.07450 -0.057
H 5.98076 -0.18345 3.49550 0.078
H 5.09630 1.17037 4.18636 0.079
H 5.15839 -0.37771 5.06073 0.076
H 2.94352 -0.05153 3.91811 0.128
H 4.64857 -2.20956 2.55539 0.080
H 2.89197 -2.18217 2.63079 0.084
H 3.83319 -2.39317 4.12556 0.076
H 4.53708 -0.00608 1.56196 0.092

=====

Record 7
79
Properties=species:S:1:pos:R:3:lowdin_charge:R:1 method="wB97M-V/def2-TZVPD" gap_ev=9.9 total_charge=0 e_tot_ev=-44517.82577 smiles="C[N+](=O)[O-].c1ccccc1.c1ccccc1.COCCOC.COCCOC.COCCOC" homo_ev=-9.37
C 0.97128 1.12271 0.15186 0.043
N 0.75842 -0.34463 0.05896 -0.435
O -0.05999 -0.81875 0.82408 0.042
O 1.35402 -0.94021 -0.79966 0.077
H 0.41227 1.51417 0.99226 0.095
H 0.53303 1.54937 -0.75165 0.072
H 2.02549 1.37696 0.14778 0.089
C -0.78391 -3.77715 4.40350 -0.091
C -1.08896 -2.56447 3.81161 -0.095
C -0.80646 -1.36073 4.44915 -0.099
C -0.32988 -1.38101 5.76146 -0.107
C 0.00188 -2.59083 6.37441 -0.099
C -0.20429 -3.76289 5.65960 -0.110
H -1.07657 -4.69534 3.91407 0.103
H -1.46880 -2.50755 2.79749 0.097
H -0.99706 -0.39779 3.99601 0.099
H -0.13863 -0.43668 6.25772 0.100
H 0.41388 -2.61630 7.37268 0.100
H 0.02924 -4.68617 6.18154 0.101
C 3.29790 -0.08724 -3.51877 -0.090
C 2.00266 -0.45931 -3.85388 -0.100
C 0.97773 0.46614 -3.79985 -0.090
C 1.22213 1.75815 -3.32270 -0.104
C 2.51665 2.13086 -3.00316 -0.104
C 3.55451 1.19277 -3.03827 -0.091
H 4.12237 -0.78994 -3.52082 0.102
H 1.75765 -1.46308 -4.17980 0.101
H -0.02549 0.19990 -4.10782 0.085
H 0.37799 2.43706 -3.30731 0.100
H 2.80664 3.11667 -2.65715 0.101
H 4.56116 1.54786 -2.86457 0.099
C 3.58686 1.81107 3.19791 -0.117
O 3.81900 0.60301 3.85220 -0.162
C 2.70199 -0.24726 3.85560 -0.209
C 3.04665 -1.55941 4.52055 -0.211
O 4.23799 -2.07047 3.97516 -0.176
C 4.82835 -3.12378 4.68577 -0.112
H 3.14074 1.68228 2.20018 0.065
H 4.51926 2.34157 3.03267 0.090
H 2.85468 2.41612 3.74772 0.090
H 2.34209 -0.48375 2.84420 0.124
H 1.89551 0.25291 4.40867 0.120
H 2.22960 -2.26965 4.33595 0.119
H 3.16825 -1.45703 5.60688 0.129
H 4.05704 -3.66406 5.24945 0.085
H 5.60680 -2.79091 5.37953 0.087
H 5.28058 -3.82092 3.98044 0.085
C -2.76654 -1.29405 -7.70564 -0.113
O -2.84625 -1.92614 -6.45392 -0.158
C -1.64384 -1.93940 -5.74123 -0.233
C -1.84193 -2.51545 -4.36544 -0.209
O -2.39336 -1.53254 -3.49886 -0.183
C -2.11303 -1.80907 -2.14623 -0.113
H -1.96984 -0.54204 -7.76544 0.086
H -3.72838 -0.82798 -7.90233 0.087
H -2.51159 -1.98507 -8.51886 0.086
H -1.28429 -0.90800 -5.60902 0.113
H -0.78823 -2.48234 -6.17356 0.131
H -0.88762 -2.89284 -3.97319 0.119
H -2.49056 -3.40129 -4.35602 0.134
H -2.54639 -0.99520 -1.56639 0.079
H -1.03970 -1.85705 -1.93662 0.073
H -2.57116 -2.74596 -1.81300 0.092
C -1.48327 4.83927 -0.77540 -0.087
O -1.30471 3.43366 -0.79560 -0.197
C -2.49659 2.68808 -0.86712 -0.218
C -3.34133 2.66304 0.37049 -0.194
O -3.96821 3.90140 0.70481 -0.207
C -5.09536 4.22457 -0.06491 -0.117
H -1.99957 5.18043 -1.68096 0.093
H -0.52642 5.35737 -0.76561 0.086
H -2.06076 5.11513 0.10846 0.084
H -2.12749 1.65951 -0.95254 0.119
H -3.09925 2.91439 -1.75257 0.125
H -2.77183 2.35018 1.24792 0.131
H -4.13955 1.91358 0.28589 0.130
H -6.01356 3.67585 0.17908 0.089
H -4.90227 4.10069 -1.13871 0.083
H -5.27939 5.28505 0.12086 0.092

=====

Record 8
43
Properties=species:S:1:pos:R:3:lowdin_charge:R:1 method="wB97M-V/def2-TZVPD" multiplicity=2 gap_ev="6.3 / 6.8" total_charge=+2 e_tot_ev=-47028.81079 homo_ev="-15.80 / -15.81"
Re -0.18639 -0.27060 -0.44136 1.709
O 2.42121 0.69800 -3.51556 0.198
C 1.58571 0.73830 -2.65476 -0.394
N 1.27801 -0.28950 -1.78246 -0.101
C 1.74641 -1.61080 -2.10196 -0.102
C 0.50421 -2.44670 -2.28236 -0.214
C 0.47881 -3.64990 -2.96246 0.038
C -0.73639 -4.30430 -3.11246 0.019
C -1.88559 -3.71050 -2.60366 0.002
C -1.78119 -2.50920 -1.92216 -0.075
N -0.60849 -1.89140 -1.75046 -0.072
C 0.63121 1.85850 -2.39466 -0.148
C 0.70121 3.08120 -3.03626 0.063
C -0.25369 4.04570 -2.73346 0.027
C -1.24289 3.73290 -1.80996 0.014
C -1.26209 2.47540 -1.22306 -0.076
N -0.34499 1.54360 -1.50746 -0.061
H 2.33591 -2.00140 -1.25836 0.152
H 2.38101 -1.59170 -2.99576 0.148
H 1.38781 -4.05550 -3.37886 0.141
H -0.78489 -5.25290 -3.62586 0.136
H -2.85069 -4.17530 -2.73906 0.130
H -2.65929 -2.01780 -1.52176 0.130
H 1.49961 3.25430 -3.74446 0.145
H -0.21679 5.01620 -3.20656 0.137
H -1.99559 4.45980 -1.54236 0.133
H -2.04299 2.21150 -0.52016 0.130
O -0.06719 2.85130 1.87834 0.147
C 0.09661 1.69520 2.17904 -0.472
N 0.28501 0.68730 1.28654 -0.213
S 0.18461 -0.81290 1.97654 0.693
O 1.33451 -1.57470 1.60544 -0.248
O -1.02689 -1.29280 1.26444 -0.366
C 0.06611 -0.25540 3.65604 -0.205
C 0.09801 -0.92540 4.85784 0.001
C 0.12621 -0.14730 6.01424 -0.009
C 0.12051 1.23870 5.94904 0.001
C 0.08971 1.90360 4.72764 0.046
C 0.07511 1.13570 3.57364 -0.123
H 0.11021 -2.00290 4.90194 0.135
H 0.16121 -0.63900 6.97524 0.130
H 0.14761 1.81830 6.86004 0.130
H 0.09961 2.98240 4.66184 0.141